This record from the Open Molecules 2025 dataset describes a structure of composition C9H21Cl3LuO3P2. The level of theory is the ωB97M-V functional and the def2-TZVPD basis.

Calculated values
E_LUMO (spin up / spin down) (Eh): -0.1336 / -0.1347
Charge: +1
Largest force on an atom (eV/Å): 2.861
ΔE to the lowest compared entry with this formula, charge and spin (kcal/mol): 0.0
Orbital gap (spin up / spin down) (Eh): 0.181 / 0.179

Geometry as XYZ:
```
39
Properties=species:S:1:pos:R:3:forces:R:3
Lu 0.56733 -0.02447 0.33117 0.36 -0.50 -0.97
H -4.14310 -1.17355 1.55257 0.01 0.68 -0.37
H -4.14789 -0.50280 1.18532 0.00 -0.68 0.37
P -0.01350 -2.68888 -0.53980 0.22 -0.45 -0.47
P -0.13121 2.40262 -1.24101 -0.38 1.26 2.06
C 1.37679 3.11137 -0.54975 0.83 0.30 -0.11
H 1.37354 4.18824 -0.77759 -0.11 -0.25 -0.05
H 1.51765 3.02740 0.54068 -0.49 -0.26 -0.37
H 2.27404 2.70734 -1.02978 -0.09 -0.06 -0.06
C -0.35511 2.96935 -2.91995 -0.07 -0.39 -0.35
H -1.31736 2.56144 -3.27792 0.39 0.26 0.04
H -0.34714 4.06922 -2.97931 -0.01 -0.46 0.09
H 0.45613 2.53647 -3.52314 -0.24 0.22 0.02
C -1.48744 2.98833 -0.21498 -0.84 0.49 0.09
H -1.29248 2.94491 0.86289 0.38 -0.17 -0.36
H -1.74201 4.02883 -0.45354 0.10 -0.14 -0.11
H -2.39445 2.40202 -0.39311 0.11 -0.04 -0.15
C -0.15007 -2.96209 -2.35204 0.02 0.26 0.09
H -0.19493 -4.04405 -2.52291 0.03 0.21 -0.07
H -1.06638 -2.49665 -2.72661 0.19 -0.03 -0.04
H 0.71908 -2.54163 -2.86471 -0.16 -0.04 -0.04
C 1.34128 -3.85942 -0.20945 -0.03 -0.18 0.12
H 1.51344 -3.93900 0.86323 0.10 -0.01 0.00
H 1.02969 -4.83406 -0.59696 0.23 0.02 0.06
H 2.25759 -3.54788 -0.70538 0.08 0.04 0.04
C -1.40128 -3.76845 -0.05410 -0.14 0.34 0.27
H -2.33457 -3.40039 -0.46922 -0.14 0.09 0.04
H -1.21686 -4.76885 -0.44128 0.03 -0.02 -0.03
H -1.48232 -3.81739 1.02548 -0.11 -0.04 0.20
C 2.83986 -0.61277 0.31601 2.16 -1.10 1.28
O 3.93118 -0.83416 0.65471 -2.54 0.71 -1.11
H -0.18732 0.94223 -1.45414 0.27 -0.90 -0.53
Cl 0.90608 0.65024 5.54310 -0.07 -0.14 0.09
C 0.72416 1.57866 4.08535 -0.11 -0.60 -0.33
Cl -0.46340 2.87083 4.29715 0.10 -0.06 0.00
Cl 2.31688 2.24999 3.59543 -0.23 -0.03 0.18
C 0.28781 0.69929 2.86013 0.86 -0.23 -1.02
O 0.24749 -0.55471 2.79871 0.03 2.16 -0.01
O 0.18879 1.44238 1.78476 -0.75 -0.26 1.54
```
Positions in Å, forces in eV/Å.

Results of the Löwdin charge analysis, in e, for atoms 1 through 4: Lu 1.077; H 0.012; H 0.000; P 0.682